[1]
# C31H19Br4MnN5O5

A molecular structure, C31H19Br4MnN5O5 (ωB97M-V/def2-TZVPD, OMol25).

Last column: Mulliken charge in e.
Cartesian coordinates (Å):
1 Mn 0.069 1.189 -1.329  0.874
2 O 1.948 0.902 -1.433  -0.613
3 C 2.708 0.989 -2.489  0.568
4 C 4.069 1.323 -2.312  -0.687
5 C 4.926 1.441 -3.380  -0.472
6 C 4.483 1.214 -4.687  -0.811
7 C 3.165 0.864 -4.883  -0.854
8 C 2.273 0.744 -3.812  0.494
9 C 0.907 0.304 -4.036  0.355
10 N -0.094 0.407 -3.185  0.570
11 C -1.185 -0.217 -3.745  -0.540
12 C -0.844 -0.700 -4.964  -0.707
13 N 0.484 -0.367 -5.137  -0.084
14 H 4.402 1.504 -1.298  0.463
15 H 5.957 1.724 -3.205  0.391
16 H 5.156 1.318 -5.527  0.378
17 H 2.808 0.711 -5.896  0.352
18 H -2.130 -0.254 -3.231  0.375
19 H -1.406 -1.228 -5.712  0.432
20 H 1.062 -0.602 -5.922  0.191
21 Br 1.687 6.519 2.614  -0.216
22 C 1.210 5.433 1.138  0.091
23 C 1.103 5.973 -0.131  0.263
24 Br 1.401 7.817 -0.430  -0.210
25 C 0.766 5.141 -1.213  -0.182
26 Br 0.580 5.798 -2.977  -0.169
27 C 0.543 3.788 -1.032  0.581
28 O 0.242 2.949 -2.002  -0.837
29 C 0.614 3.237 0.281  0.144
30 O 0.312 1.969 0.406  -0.589
31 C 0.960 4.066 1.336  -0.210
32 Br 1.072 3.251 3.041  -0.157
33 C 1.045 -1.541 6.023  -0.792
34 O 0.601 -2.867 5.789  -0.440
35 C -0.503 -3.019 5.007  0.875
36 C -0.787 -4.322 4.587  -0.573
37 C -1.833 -4.559 3.727  -0.105
38 C -2.617 -3.498 3.241  -0.086
39 C -2.394 -2.217 3.760  -0.642
40 C -1.339 -1.974 4.627  -0.354
41 N -3.495 -3.776 2.207  -0.837
42 N -4.115 -2.738 1.692  -0.402
43 C -3.557 -1.815 0.921  -0.356
44 C -4.316 -0.662 0.591  -0.463
45 C -3.793 0.413 -0.095  -0.829
46 C -2.440 0.438 -0.475  0.996
47 O -1.871 1.400 -1.116  -0.745
48 C -1.658 -0.730 -0.167  0.721
49 N -0.370 -0.652 -0.580  0.275
50 C 0.386 -1.726 -0.555  -0.186
51 C -0.106 -2.960 -0.111  -1.270
52 C -1.390 -3.039 0.375  -0.335
53 C -2.201 -1.892 0.396  0.297
54 H 2.043 -1.624 6.445  0.231
55 H 0.395 -1.024 6.734  0.317
56 H 1.089 -0.968 5.094  0.344
57 H -0.159 -5.128 4.943  0.411
58 H -2.045 -5.559 3.370  0.426
59 H -3.041 -1.403 3.468  0.427
60 H -1.177 -0.970 4.990  0.423
61 H -5.344 -0.650 0.928  0.416
62 H -4.409 1.269 -0.339  0.461
63 H 1.407 -1.597 -0.896  0.508
64 H 0.533 -3.831 -0.138  0.425
65 H -1.788 -3.986 0.710  0.680

For the LUMO energy (spin up / spin down), the calculation gives 0.0822 / 0.0506 Eh. The calculation puts the orbital gap (spin up / spin down) at 6.53 / 5.78 eV. The value obtained for the HOMO energy (spin up / spin down) is -0.1579 / -0.1618 Eh. Its multiplicity is 5. Its expectation value of S² is 6.100. Its charge is -1.


[2]
# C31H19Cl3MnN2O8Sb

A molecular structure, C31H19Cl3MnN2O8Sb (ωB97M-V/def2-TZVPD, OMol25).

Last column: Mulliken charge in e.
Cartesian coordinates (Å):
1 Mn -1.198 -2.992 0.060  -0.349
2 Cl 2.601 -6.378 -2.282  -0.186
3 C 1.952 -4.796 -2.050  0.126
4 C 0.915 -4.609 -1.146  -0.343
5 C 0.417 -3.327 -0.957  1.435
6 Cl -1.127 -4.526 1.420  -0.399
7 C 0.927 -2.241 -1.662  -1.062
8 O 0.371 -1.001 -1.491  -0.157
9 C 1.953 -2.464 -2.574  0.937
10 Cl 2.600 -1.135 -3.467  -0.171
11 C 2.472 -3.733 -2.769  -0.654
12 H 0.532 -5.457 -0.600  0.437
13 H 3.271 -3.886 -3.481  0.499
14 O -4.259 -1.415 -1.700  -0.556
15 C -3.479 -1.654 -0.829  0.319
16 O -2.515 -2.602 -1.003  -0.731
17 C -3.471 -0.965 0.497  1.064
18 C -4.649 -0.349 0.901  -0.885
19 C -4.681 0.324 2.101  -0.530
20 C -3.561 0.443 2.903  -0.528
21 C -2.390 -0.131 2.464  -0.042
22 C -2.314 -0.869 1.278  1.093
23 O -1.159 -1.442 0.927  -0.454
24 N -1.184 0.093 3.276  0.823
25 O -1.312 0.086 4.477  -0.592
26 O -0.145 0.324 2.676  -0.316
27 N -5.934 0.974 2.531  1.057
28 O -5.891 1.631 3.549  -0.613
29 O -6.908 0.813 1.829  -0.593
30 H -5.527 -0.408 0.274  0.644
31 H -3.597 0.982 3.839  0.664
32 C 3.964 3.432 -2.987  -0.522
33 C 2.590 3.602 -3.086  -0.709
34 C 1.737 2.760 -2.387  -0.467
35 C 2.276 1.749 -1.595  0.802
36 C 3.656 1.586 -1.481  -0.617
37 C 4.498 2.430 -2.184  -0.695
38 Sb 1.001 0.542 -0.491  1.373
39 C -0.818 1.539 -0.523  0.491
40 C -1.668 1.244 -1.586  -0.390
41 C -2.851 1.959 -1.715  -0.681
42 C -3.171 2.948 -0.796  -0.629
43 C -2.311 3.238 0.257  -0.625
44 C -1.124 2.534 0.399  -0.586
45 C 2.139 -0.113 1.121  1.075
46 C 2.667 -1.399 1.146  -0.452
47 C 3.523 -1.753 2.180  -0.758
48 C 3.842 -0.833 3.168  -0.634
49 C 3.318 0.452 3.128  -0.718
50 C 2.465 0.821 2.101  -0.516
51 H 4.626 4.088 -3.537  0.402
52 H 2.181 4.391 -3.703  0.413
53 H 0.665 2.896 -2.465  0.433
54 H 4.074 0.812 -0.849  0.417
55 H 5.570 2.311 -2.105  0.416
56 H -1.426 0.470 -2.304  0.489
57 H -3.524 1.730 -2.531  0.447
58 H -4.096 3.500 -0.901  0.442
59 H -2.564 4.013 0.968  0.458
60 H -0.460 2.765 1.222  0.406
61 H 2.432 -2.130 0.384  0.222
62 H 3.939 -2.751 2.209  0.466
63 H 4.506 -1.117 3.973  0.406
64 H 3.567 1.167 3.900  0.441
65 H 2.064 1.828 2.081  0.464

For the LUMO energy (spin up / spin down), the calculation gives -0.1863 / -0.1687 Eh. The calculation puts the orbital gap (spin up / spin down) at 6.88 / 7.36 eV. The value obtained for the HOMO energy (spin up / spin down) is -0.4391 / -0.4391 Eh. Its multiplicity is 2. Its expectation value of S² is 0.785. Its charge is +1.


Which of these has the highest multiplicity? C31H19Br4MnN5O5